No. 1
49
Properties=species:S:1:pos:R:3:mulliken_charge:R:1 method="wB97M-V/def2-TZVPD" total_charge=+1 gap_ev=10.697 lumo_energy_ev=-2.6 spin_multiplicity=1 homo_energy_ev=-13.3 e_above_lowest_kj_mol=356.3
O 0.9058 2.2306 3.1387 -0.57
H 1.7929 1.9481 3.3534 0.25
H 1.0405 3.1957 3.0618 0.31
O -4.0986 0.2062 0.5968 -0.64
H -1.6304 2.5053 -4.8394 0.27
H 0.7622 -0.9247 -0.1133 0.60
O -1.3843 2.3179 -3.9178 -0.58
H -1.2596 1.4150 -3.5632 0.29
H 1.8222 2.3754 -1.0662 0.26
O 3.6731 -3.8864 -1.6722 -0.71
H 3.1791 -4.4913 -1.0710 0.39
H 1.2372 -1.1944 -1.8691 0.42
O -1.5160 -0.9920 -2.3916 -0.60
H -4.8224 -0.2435 0.1394 0.27
H -2.3054 -1.5227 -2.1607 0.29
O -1.0891 1.5685 -1.2729 -0.45
H -1.0120 2.4218 -0.7804 0.19
H 1.1632 -1.5947 1.8241 0.32
O 2.8246 -0.4893 2.8325 -0.57
H 3.2358 -0.9159 3.6057 0.30
H 3.1782 0.4194 3.0589 0.26
O -4.9971 2.5631 1.6990 -0.66
H 4.5245 -3.8443 -1.2664 0.33
H -4.8876 2.8381 2.6182 0.33
O 2.2202 2.2176 -0.2164 -0.46
H -1.7467 -0.1594 -2.8831 0.24
O 0.4951 -1.1014 1.3423 -0.66
H 2.3939 -2.7596 -2.1981 0.43
H 0.6072 -0.1809 1.6352 0.30
O 1.6537 -2.2648 -2.5686 -0.56
H 0.8080 -2.5323 -2.1727 0.37
H 3.9744 2.8758 1.1890 0.26
O 2.0983 -5.6488 -0.2411 -0.71
H -1.8327 1.1919 -0.7217 0.29
H 5.0758 2.1356 1.8395 0.31
O 0.8493 -0.4975 -1.0569 -0.58
H -0.0716 -0.2842 -1.2753 0.37
H 1.7338 -5.4925 0.6620 0.33
O 4.1711 2.4459 2.0023 -0.53
H 1.3842 -5.9288 -0.8378 0.33
H 2.8538 2.8902 0.0024 0.20
O -3.9484 1.2647 -3.0703 -0.53
H -4.5417 0.9780 -2.4054 0.29
H -4.1758 1.5926 -3.9167 0.28
O -1.5548 -0.1930 4.4725 -0.60
H -1.7209 0.1416 3.5829 0.29
H -4.2561 1.0190 1.1175 0.40
H -4.8932 3.4526 1.3778 0.31
H -1.9137 -1.0682 4.3967 0.31


No. 2
51
Properties=species:S:1:pos:R:3:mulliken_charge:R:1 method="wB97M-V/def2-TZVPD" gap_ev=9.423 lumo_energy_ev=-0.2 spin_multiplicity=1 homo_energy_ev=-9.6 e_above_lowest_kj_mol=111.1
O -34.4210 6.6170 1.3580 -0.57
H -33.9750 6.4870 0.5370 0.29
H -34.1410 7.4670 1.7230 0.15
O -33.5220 5.7700 5.4110 -0.75
H -34.2210 5.2990 5.0200 0.37
H -33.8870 6.0420 6.2990 0.34
O -34.5410 11.1650 3.4270 -0.69
H -34.9930 11.5200 2.6970 0.27
H -33.8850 10.5700 3.0920 0.36
O -31.3690 5.3250 1.6240 -0.75
H -31.8590 6.1500 1.5020 0.32
H -31.2980 5.2340 2.6010 0.47
O -33.9270 8.7790 6.2910 -0.72
H -34.7610 8.9060 6.6930 0.32
H -34.0930 8.1680 5.5030 0.31
O -30.9970 8.3130 4.0050 -0.85
H -30.1010 8.6940 3.9520 0.34
H -31.1780 8.5820 4.9540 0.23
O -36.1420 7.0390 5.3190 -0.63
H -36.5540 6.8350 4.4650 0.27
H -36.5660 6.5150 5.9510 0.29
O -36.9260 6.4220 2.7460 -0.75
H -36.9580 7.3180 2.3790 0.39
H -36.1650 6.0260 2.3280 0.31
O -32.4930 10.8620 5.4330 -0.71
H -33.2630 10.2360 5.5570 0.44
H -31.6830 10.4620 5.8270 0.29
O -31.9990 8.1400 1.4110 -0.73
H -31.6500 8.5300 2.1960 0.26
H -32.7370 8.7410 1.1730 0.34
O -36.4480 9.6730 4.5990 -0.83
H -35.6070 9.9920 4.2490 0.45
H -36.3520 8.7070 4.5980 0.44
O -31.0680 5.6370 4.2810 -0.82
H -32.0110 5.4870 4.5030 0.46
H -31.0130 6.5770 4.1440 0.49
O -34.1740 9.5820 0.7890 -0.67
H -34.1490 10.5170 0.6020 0.30
H -34.9820 9.3780 1.2940 0.37
O -35.1650 4.4750 3.7160 -0.70
H -35.8620 4.1190 3.2030 0.30
H -34.3360 4.1030 3.4000 0.28
O -34.0380 8.2050 3.5110 0.53
H -34.5210 7.3720 3.7460 0.03
H -33.1380 7.9660 3.4480 0.15
O -36.7410 8.9400 1.8990 -0.81
H -37.0230 9.5580 1.1910 0.29
H -36.6810 9.3830 2.7500 0.48
O -32.0490 10.6940 2.8460 -0.56
H -32.0370 11.5790 2.4860 0.23
H -31.9040 10.8580 3.7970 0.37


No. 3
52
Properties=species:S:1:pos:R:3:mulliken_charge:R:1 method="wB97M-V/def2-TZVPD" gap_ev="2.517 / 9.923" lumo_energy_ev="-0.2 / -0.4" spin_multiplicity=2 homo_energy_ev="-2.7 / -10.3" e_above_lowest_kj_mol=346.5 s_squared=0.7506
O -1.6748 -1.1149 1.0110 -0.41
H -2.5206 -0.5333 0.9871 0.15
H -1.0945 -0.4402 1.3386 0.47
O -3.1050 -0.0612 2.7222 -0.48
H -1.1179 1.1656 2.5572 0.22
H -3.7963 -0.5471 2.3767 0.18
O 2.5357 -1.2766 -1.7974 -0.56
H 2.8028 -0.4224 -2.2033 0.23
H 3.0448 -1.8296 -2.3731 0.23
O 4.6864 -2.1864 0.0062 -0.59
H 4.6067 -1.1984 0.0245 0.32
H 2.4366 -3.2729 1.8853 0.33
O 0.3568 -1.2513 -3.4863 -0.56
H -0.2901 -4.1019 -2.6777 0.33
O 1.8998 0.3665 1.6700 0.01
H 2.6566 0.9524 1.4182 -0.04
H 1.7161 0.4107 2.6330 0.25
O 0.0531 2.0086 4.1410 -0.48
H -0.8227 2.4088 4.2808 0.23
H 0.7683 2.6735 4.3557 0.34
O -0.2265 -3.8933 -3.5790 -0.71
H 1.1376 -1.5734 -2.9521 0.17
H 0.6207 -3.8879 -3.8685 0.32
O 2.5806 1.8888 -2.6965 -0.61
H -0.8106 -0.4388 -1.8655 0.43
H 2.2862 2.1689 -3.6694 0.31
O 0.3919 2.6484 -0.1818 -0.58
H 1.0300 2.2226 -0.6550 0.04
H 0.6729 3.3356 0.4077 0.27
O -3.2056 2.9053 -2.7513 -0.64
H -3.3777 3.5755 -2.2458 0.29
H -2.7543 2.2539 -2.3522 0.31
O -0.6592 1.2406 1.8498 -0.48
H -0.7678 0.9055 -1.1733 0.20
H 0.2894 1.3965 2.0230 0.02
O 1.1601 -1.9179 0.6228 -0.68
H 0.8701 -1.6728 -0.1958 0.10
H 1.7417 -1.3744 0.9385 0.22
O -4.0443 -0.3684 0.5385 -0.71
H -4.8789 -0.6115 0.0975 0.28
H -1.8649 -0.7811 -0.1452 0.88
O 2.9045 -2.6434 2.4750 -0.65
H 2.2378 -1.9350 2.5217 0.28
H -3.3547 -0.2187 3.6729 0.26
O -1.1620 0.0687 -1.1097 -0.94
H 3.7545 -2.4063 0.2938 0.32
H -3.8398 0.5367 0.3782 0.30
O -2.6013 2.0436 0.1875 -0.35
H -1.7450 2.1727 0.5241 0.07
H -3.2043 2.8325 0.3670 0.17
H 0.0760 -2.1439 -3.5986 0.61
H 3.6009 1.9209 -2.7278 0.32


No. 4
52
Properties=species:S:1:pos:R:3:mulliken_charge:R:1 method="wB97M-V/def2-TZVPD" total_charge=+1 gap_ev=10.395 lumo_energy_ev=-2.9 spin_multiplicity=1 homo_energy_ev=-13.3 e_above_lowest_kj_mol=470.8
O 3.5192 -2.0602 -0.1109 -0.57
H 1.7238 0.3240 4.3973 0.31
H 2.3310 -2.2473 -0.3978 0.58
O 2.5168 -0.2298 4.2216 -0.60
H -1.6481 -1.5129 3.9794 0.30
H -2.9424 0.6296 -4.0866 0.30
O -4.0617 -0.6532 -2.1618 -0.65
H -4.3480 -1.1982 -2.9317 0.29
H 0.8120 -2.9134 0.4287 0.53
O 0.3184 3.7414 3.0090 -0.58
H -0.0723 4.5881 3.2283 0.30
H 2.3156 -1.0408 -3.0032 0.24
O 1.1354 -2.5884 -0.5037 -0.50
H 0.0032 -3.7960 2.1790 0.31
O 0.6494 0.0043 0.6145 -0.36
H 1.2406 0.6035 1.0537 0.14
H 1.6473 2.3864 1.3114 0.21
O -2.3323 -0.2802 0.4440 -0.65
H -3.6644 0.9309 0.9505 0.38
H 3.8884 1.3669 2.0945 0.29
O 0.6150 -3.0841 2.0212 -0.64
H 3.4903 -1.2270 0.4426 0.38
H 0.4915 -2.2693 2.5051 0.30
O -0.7993 -1.3786 4.4170 -0.58
H -2.1015 1.8694 -4.1545 0.34
H -1.1555 -0.6930 5.0198 0.30
O 1.6394 3.1353 0.6750 -0.54
H -3.1142 -0.2159 -0.1317 0.34
H 2.6195 3.2243 0.5742 0.31
O -2.5843 2.6622 -1.1549 -0.56
H 0.8340 -3.9862 -3.0926 0.26
H -0.0335 1.1414 -5.1326 0.30
O 3.8530 1.5227 1.1508 -0.63
H -2.4488 2.3728 -0.2597 0.27
H 4.4307 2.2814 0.9251 0.31
O 0.9228 -3.0344 -2.9461 -0.44
H 3.6533 -1.5575 -0.9602 0.47
H -4.8929 -0.1466 -2.1350 0.34
O 0.2828 0.6562 -4.3521 -0.61
H -2.6266 -0.7543 1.2212 0.30
H 0.2492 0.3637 -0.1853 0.31
O 2.2810 -0.9720 -2.0520 -0.56
H 0.6921 -2.8518 -3.9068 0.27
H 3.1406 0.4538 3.9433 0.28
O -2.5087 1.1980 -4.7145 -0.60
H -0.0049 -0.2483 -4.4225 0.31
H -0.3873 3.3263 2.5196 0.28
O -4.4793 1.2231 1.3883 -0.62
H -4.5351 1.3065 2.3311 0.28
H 0.8053 -1.6774 -0.5547 0.07
H -2.7355 2.0001 -1.8177 0.28
H 1.3750 -0.6957 -1.8775 0.24